1.
Entry from the OMol25 dataset: C14H27N2SSc as an isolated structure (wB97M-V/def2-TZVPD).

Last column: Löwdin charge in e.
Element x y z (Å)
C 1.22 1.96 -1.51  -0.20
H 2.14 2.09 -0.98  0.07
H 1.35 1.91 -2.61  0.08
H 0.57 0.52 2.02  -0.05
C 0.15 2.99 -1.12  -0.33
H -0.89 2.66 -1.38  0.12
H 0.16 3.15 -0.01  0.10
C 0.45 4.32 -1.83  -0.07
H -0.40 4.98 -1.78  0.08
H 1.31 4.81 -1.39  0.09
H 0.72 4.12 -2.87  0.09
C -0.72 -1.46 0.35  -0.28
C -1.38 -0.64 -0.63  -0.28
C -0.47 -0.47 -1.72  -0.28
C 0.79 -1.07 -1.36  -0.29
C 0.62 -1.71 -0.09  -0.29
C 1.54 -2.72 0.50  -0.03
C 1.97 -1.17 -2.25  -0.01
C -0.83 0.11 -3.04  0.00
C -2.85 -0.46 -0.73  -0.02
C -1.43 -2.21 1.43  -0.02
Sc 0.47 0.74 0.07  0.95
H 2.86 -1.48 -1.68  0.09
H 1.84 -1.89 -3.08  0.12
H 2.16 -0.18 -2.70  0.08
H 2.55 -2.60 0.08  0.09
H 1.58 -2.57 1.59  0.04
H 1.24 -3.77 0.31  0.12
H -2.41 -1.75 1.60  0.08
H -1.62 -3.26 1.14  0.12
H -0.85 -2.22 2.37  0.05
H -3.08 0.41 -1.36  0.08
H -3.34 -1.33 -1.20  0.12
H -3.28 -0.32 0.27  0.08
H -0.11 0.86 -3.38  0.07
H -0.85 -0.69 -3.81  0.12
H -1.82 0.56 -3.01  0.09
N -0.39 0.77 4.13  0.14
C 0.43 -0.28 4.03  -0.67
N 0.06 -1.46 4.58  0.19
S 1.72 -0.06 2.84  0.97
H -1.10 0.94 4.83  0.15
H -0.06 1.62 3.68  0.12
H 0.65 -2.27 4.41  0.15
H -0.69 -1.49 5.27  0.16

Summary:
E   -1817.4281 hartree
ΔE to the lowest compared entry with this formula, charge and spin   48.2 kcal per mole
Highest occupied orbital energy   -14.363 eV
Total charge   +2

=====

2.
Entry from the OMol25 dataset: a 2-piece molecular cluster, C14H27N3O2P overall (wB97M-V/def2-TZVPD).

Last column: Löwdin charge in e.
Element x y z (Å)
N 0.06 4.53 2.87  -0.24
P -0.85 3.76 1.83  0.40
O -2.32 4.57 1.70  -0.24
O -1.21 2.20 2.39  -0.26
N -0.24 3.67 0.27  -0.25
C 1.16 3.26 0.23  -0.40
C 1.52 1.91 0.99  -0.18
C 2.83 1.27 0.41  -0.20
C 4.07 1.26 1.16  -0.04
C 5.23 0.63 0.57  -0.11
C 5.17 0.06 -0.76  -0.12
C 3.91 0.09 -1.50  -0.10
C 2.71 0.69 -0.94  -0.04
H 0.92 4.82 2.40  -0.07
H -2.97 3.99 2.14  0.04
H -1.33 1.66 1.59  0.01
H 1.83 4.07 0.65  0.09
H 1.51 3.13 -0.84  0.08
H 0.67 1.19 0.86  0.09
H 1.64 2.14 2.09  0.10
H 4.05 1.73 2.17  0.10
H 6.19 0.59 1.13  0.08
H 6.05 -0.43 -1.22  0.08
H 3.86 -0.34 -2.53  0.08
H 1.74 0.75 -1.47  0.11
C -3.05 -0.02 -0.93  -0.08
C -2.29 -1.21 -1.51  -0.27
N -1.45 -1.89 -0.55  -0.19
C -0.51 -2.83 -1.16  -0.25
C -1.09 -4.04 -1.90  -0.09
C -2.11 -2.37 0.65  -0.25
C -3.29 -3.35 0.48  -0.09
H -2.37 0.68 -0.44  0.07
H -3.57 0.51 -1.72  0.07
H -3.80 -0.34 -0.20  0.06
H -1.66 -0.82 -2.31  0.12
H -3.01 -1.89 -1.99  0.09
H 0.19 -3.18 -0.40  0.11
H 0.11 -2.26 -1.87  0.11
H -1.46 -4.79 -1.21  0.05
H -0.30 -4.51 -2.49  0.07
H -1.89 -3.76 -2.59  0.06
H -2.48 -1.51 1.21  0.10
H -1.37 -2.83 1.32  0.12
H -3.98 -3.03 -0.29  0.07
H -3.85 -3.40 1.42  0.07
H -2.95 -4.36 0.26  0.05

Summary:
E   -1205.7896 hartree
Highest occupied orbital energy   -3.408 eV
Total charge   -1

=====

3.
Entry from the OMol25 dataset: C14H28AsFN4O3P2S4Ti as an isolated structure (wB97M-V/def2-TZVPD).

Last column: Löwdin charge in e.
Element x y z (Å)
Ti 1.12 0.08 -1.02  0.48
S 3.51 3.39 -3.88  -0.21
As 2.35 1.97 -2.86  -0.48
S 3.44 0.45 -1.66  0.06
S 1.03 2.68 -1.26  -0.01
S 1.07 0.58 -3.88  -0.04
C -2.91 2.71 -0.79  -0.13
N -2.71 1.47 -1.52  -0.28
C -2.32 1.70 -2.91  -0.14
P -2.05 0.16 -0.70  0.37
O -0.75 -0.21 -1.45  -0.46
O -2.04 0.42 0.75  -0.31
P 0.85 1.33 1.87  0.84
O 1.41 0.25 0.78  -0.60
N 0.38 0.28 3.13  -0.41
C -0.86 0.51 3.81  -0.18
C 1.32 -0.57 3.81  -0.15
N 2.39 1.90 2.47  -0.39
C 2.30 3.25 2.98  -0.19
C 3.60 1.70 1.70  -0.17
N -3.03 -1.18 -1.02  -0.30
C -3.10 -1.68 -2.38  -0.14
C -4.33 -1.16 -0.37  -0.15
H -2.02 3.35 -0.84  0.06
H -3.12 2.49 0.25  0.06
H -3.75 3.26 -1.23  0.07
H -1.40 2.29 -2.97  0.04
H -3.13 2.22 -3.43  0.07
H -2.13 0.76 -3.42  0.05
H -1.52 1.10 3.16  0.05
H -0.73 1.04 4.77  0.06
H -1.37 -0.43 4.02  0.07
H 2.19 -0.75 3.18  0.06
H 0.87 -1.54 4.05  0.07
H 1.68 -0.13 4.75  0.07
H 1.35 3.41 3.50  0.05
H 2.37 4.01 2.19  0.07
H 3.10 3.44 3.70  0.07
H 3.65 0.69 1.31  0.04
H 4.47 1.87 2.35  0.07
H 3.67 2.38 0.84  0.06
H -2.11 -1.70 -2.82  0.07
H -3.76 -1.06 -3.02  0.08
H -3.49 -2.70 -2.38  0.07
H -4.22 -0.79 0.65  0.07
H -4.74 -2.18 -0.34  0.07
H -5.05 -0.52 -0.90  0.07
F 1.97 -6.15 -1.24  0.00
C 1.81 -4.79 -1.20  -0.30
C 2.01 -4.13 -0.01  -0.04
C 1.84 -2.74 0.01  -0.11
C 1.49 -2.02 -1.13  -0.26
C 1.30 -2.75 -2.31  -0.12
C 1.46 -4.13 -2.36  -0.04
H 2.28 -4.69 0.87  0.10
H 1.99 -2.22 0.94  0.08
H 1.05 -2.22 -3.23  0.06
H 1.32 -4.69 -3.28  0.10

Summary:
E   -6455.9363 hartree
ΔE to the lowest compared entry with this formula, charge and spin   2.2 kcal per mole
Highest occupied orbital energy   -1.766 eV
Total charge   -2

=====

4.
Entry from the OMol25 dataset: a 2-piece molecular cluster, C14H28BNO3P overall (wB97M-V/def2-TZVPD).

Last column: Löwdin charge in e.
Element x y z (Å)
C -0.19 -4.20 1.33  -0.13
C -1.33 -4.68 0.24  -0.15
C -2.36 -5.90 0.71  -0.03
C -3.55 -6.46 -0.27  -0.07
C -3.67 -5.81 -1.77  -0.07
C -2.67 -4.59 -2.29  -0.05
C -1.51 -4.01 -1.28  -0.17
C -0.49 -2.78 -1.65  -0.41
P -0.44 -2.37 -3.55  0.85
C 0.52 -0.68 -3.60  -0.33
B -0.43 0.55 -2.99  -0.48
O -1.29 1.34 -3.91  0.03
O -0.46 0.93 -1.55  -0.01
H 0.55 -3.38 0.90  0.06
H -0.69 -3.81 2.33  0.09
H 0.47 -5.16 1.59  0.09
H -2.23 -6.32 1.79  0.09
H -4.28 -7.30 0.10  0.09
H -4.50 -6.16 -2.54  0.08
H -2.79 -4.12 -3.37  0.07
H -0.95 -1.80 -1.15  0.09
H 0.59 -2.90 -1.23  0.08
H 0.30 -3.38 -4.28  -0.06
H 1.41 -0.80 -2.81  0.08
H 0.94 -0.42 -4.66  0.09
H -1.97 0.69 -4.27  0.12
H -1.35 0.69 -1.14  0.14
C 2.85 4.47 1.14  0.02
N 1.85 4.27 2.28  -0.34
C 1.91 5.49 3.19  0.01
C 2.24 3.04 3.07  0.02
C 0.40 4.16 1.74  -0.07
C 0.13 2.94 0.83  -0.23
O 0.94 2.97 -0.33  -0.08
H 3.80 4.80 1.57  0.11
H 3.01 3.52 0.62  0.10
H 2.46 5.24 0.46  0.12
H 2.93 5.58 3.59  0.11
H 1.20 5.35 4.01  0.11
H 1.65 6.37 2.61  0.11
H 2.27 2.17 2.41  0.11
H 1.50 2.89 3.87  0.11
H 3.23 3.20 3.50  0.11
H 0.21 5.08 1.18  0.14
H -0.26 4.12 2.61  0.14
H -0.92 2.96 0.51  0.13
H 0.29 2.00 1.36  0.12
H 0.67 2.22 -0.90  0.06

Summary:
E   -1196.4019 hartree
Highest occupied orbital energy   -9.895 eV
Total charge   +1